(a)
CH2N2OS2 | the ωB97M-V functional and the def2-TZVPD basis

Atoms and positions in Å:
C1 -0.380 -1.364 -0.369
N1 1.546 -0.940 0.450
N2 0.357 1.063 -0.539
O1 -1.684 0.577 1.012
S1 1.785 0.460 0.048
S2 -1.196 0.190 -0.310
H1 -0.729 -2.045 0.408
H2 0.301 2.059 -0.701

## Properties
* 2S+1: 1
* orbital gap (spin up / spin down): 7.84 / 7.84 eV
* total charge: 0
* LUMO (spin up / spin down): -1.17 / -1.17 eV

Results of the Löwdin charge analysis, in e, for atoms 1 through 2: -0.22 -0.38


(b)
CH2N2OS2 | the ωB97M-V functional and the def2-TZVPD basis

Atoms and positions in Å:
C1 -0.856 -1.331 -0.133
N1 2.204 -0.681 -0.822
N2 0.397 0.600 0.811
O1 -1.605 1.214 -0.860
S1 2.063 0.077 0.380
S2 -1.200 0.342 0.240
H1 -1.299 -1.596 -1.055
H2 0.296 1.374 1.437

## Properties
* 2S+1: 1
* orbital gap (spin up / spin down): 7.67 / 7.66 eV
* total charge: 0
* LUMO (spin up / spin down): -1.78 / -1.78 eV

Results of the Löwdin charge analysis, in e, for atoms 1 through 2: -0.08 -0.40


Of them, (a) has the highest stability.


(a)
C4H14O3 | the ωB97M-V functional and the def2-TZVPD basis

Atoms and positions in Å:
C1 1.701 -0.469 1.190
C2 0.629 0.227 0.346
C3 -0.054 1.430 1.057
C4 -1.522 1.523 0.687
O1 -1.674 2.072 -0.619
H1 1.288 -1.057 2.025
H2 2.306 0.274 1.723
H3 2.271 -1.147 0.557
H4 1.152 0.509 -0.561
H5 -0.145 -0.484 0.106
H6 0.094 1.295 2.129
H7 0.371 2.346 0.682
H8 -2.094 2.184 1.349
H9 -2.002 0.541 0.744
H10 -1.043 1.612 -1.188
O2 -0.589 -0.514 -3.260
H11 -0.379 -1.068 -2.496
H12 -0.741 0.357 -2.861
O3 0.414 -2.924 -0.577
H13 -0.344 -2.940 0.019
H14 0.360 -3.766 -1.053

## Properties
* 2S+1: 1
* orbital gap: 10.91 eV
* total charge: 0
* SMILES string: CCCCO.O.O
* LUMO: 0.42 eV

Results of the Löwdin charge analysis, in e, for atoms 1 through 2: -0.12 -0.27


(b)
C4H14O3 | the ωB97M-V functional and the def2-TZVPD basis

Atoms and positions in Å:
C1 -1.630 -0.007 -2.001
C2 -0.714 -0.456 -0.872
C3 -1.185 0.067 0.481
C4 -0.463 -0.627 1.622
O1 -0.898 1.523 0.504
H1 -2.659 -0.213 -1.674
H2 -1.624 1.045 -2.323
H3 -1.608 -0.663 -2.877
H4 0.309 -0.029 -0.877
H5 -0.609 -1.555 -0.896
H6 -2.287 -0.063 0.559
H7 -0.654 -0.056 2.538
H8 0.623 -0.723 1.423
H9 -0.862 -1.641 1.694
H10 -1.556 1.923 1.083
O2 2.055 1.468 0.462
H11 1.088 1.465 0.377
H12 2.339 1.901 -0.350
O3 3.827 -1.358 0.401
H13 3.482 -0.577 0.870
H14 3.027 -1.422 -0.144

## Properties
* 2S+1: 1
* orbital gap: 11.58 eV
* total charge: 0
* SMILES string: CC[C@@H](C)O.O.O
* LUMO: 0.64 eV

Results of the Löwdin charge analysis, in e, for atoms 1 through 2: -0.10 -0.22


Of them, (b) has the highest stability.


(a)
C4H14O3 | the ωB97M-V functional and the def2-TZVPD basis

Atoms and positions in Å:
C1 -1.571 1.096 -1.599
C2 -1.044 0.362 -0.620
C3 -1.849 -0.661 0.181
C4 -2.258 -0.003 1.503
H1 -1.188 2.085 -1.818
H2 -2.480 0.767 -2.083
H3 -0.059 0.605 -0.231
H4 -1.193 -1.532 0.287
H5 -2.693 -0.997 -0.423
H6 -1.420 0.567 1.883
H7 -2.622 -0.782 2.174
H8 -3.121 0.622 1.271
O1 1.200 -2.348 -1.130
H9 1.027 -2.845 -1.944
H10 0.436 -1.757 -1.009
O2 1.374 0.603 2.016
H11 1.982 0.969 1.372
H12 1.878 -0.185 2.248
O3 2.920 1.207 -0.481
H13 2.195 1.296 -1.090
H14 3.673 0.825 -0.902

## Properties
* 2S+1: 1
* orbital gap: 10.19 eV
* total charge: 0
* SMILES string: C=CCC.O.O.O
* LUMO: 0.62 eV

Results of the Löwdin charge analysis, in e, for atoms 1 through 2: 0.00 -0.22


(b)
C4H14O3 | the ωB97M-V functional and the def2-TZVPD basis

Atoms and positions in Å:
C1 -0.723 -3.650 -1.306
C2 -0.426 -3.172 0.188
C3 0.793 -2.664 0.367
C4 1.630 -2.453 1.718
H1 -1.726 -4.059 -1.429
H2 -0.051 -4.452 -1.588
H3 -0.556 -2.822 -2.022
H4 -1.037 -3.695 0.912
H5 1.381 -2.555 -0.533
H6 1.218 -2.974 2.615
H7 2.604 -2.838 1.502
H8 1.714 -1.390 2.077
O1 0.259 3.368 2.328
H9 0.388 3.395 3.282
H10 -0.702 3.381 2.232
O2 1.345 0.898 0.049
H11 0.513 1.345 -0.133
H12 1.103 -0.019 0.206
O3 -2.606 5.371 -3.245
H13 -2.406 5.354 -2.305
H14 -1.999 6.014 -3.628

## Properties
* 2S+1: 1
* orbital gap: 10.10 eV
* total charge: 0
* SMILES string: C/C=C/C.O.O.O
* LUMO: 0.55 eV

Results of the Löwdin charge analysis, in e, for atoms 1 through 2: -0.11 -0.14


(c)
C4H14O3 | the ωB97M-V functional and the def2-TZVPD basis

Atoms and positions in Å:
C1 0.546 0.417 2.085
C2 0.799 -0.879 2.120
C3 -0.163 -1.956 1.775
C4 2.293 -1.314 2.215
H1 1.267 1.211 2.239
H2 -0.459 0.815 1.909
H3 -0.169 -2.094 0.684
H4 0.107 -2.934 2.170
H5 -1.194 -1.651 1.994
H6 2.716 -1.048 1.240
H7 2.758 -0.719 2.998
H8 2.356 -2.391 2.380
O1 -2.274 3.826 -2.262
H9 -1.614 3.114 -2.155
H10 -3.044 3.250 -2.173
O2 0.450 0.738 -2.528
H11 1.258 0.683 -3.073
H12 0.146 1.636 -2.720
O3 -2.040 -0.314 -3.284
H13 -1.176 -0.564 -2.926
H14 -2.564 0.175 -2.688

## Properties
* 2S+1: 1
* orbital gap: 9.37 eV
* total charge: 0
* SMILES string: C=C(C)C.O.O.O
* LUMO: 0.15 eV

Results of the Löwdin charge analysis, in e, for atoms 1 through 2: 0.00 -0.42


Of them, (a) has the highest stability.


(a)
C3H13N4 | the ωB97M-V functional and the def2-TZVPD basis

Atoms and positions in Å:
C1 -1.913 0.783 0.293
C2 -1.120 -1.339 -0.913
C3 -0.886 0.041 -0.529
N1 -0.038 0.754 -1.288
N2 2.747 0.020 1.054
N3 0.373 -0.317 1.282
N4 1.410 0.429 0.993
H1 -2.206 0.283 1.096
H2 -1.443 1.659 0.556
H3 -2.788 1.126 -0.465
H4 -1.086 -2.298 -0.244
H5 -0.388 -1.565 -1.710
H6 -2.152 -1.298 -1.391
H7 -0.164 1.746 -1.397
H8 0.117 0.301 -2.159
H9 2.985 -0.852 0.458
H10 3.189 -0.154 1.984
H11 0.649 -1.358 1.042
H12 1.292 0.700 -0.150
H13 1.420 1.338 1.487

## Properties
* 2S+1: 1
* orbital gap: 9.75 eV
* total charge: +1
* LUMO: -3.24 eV

Results of the Löwdin charge analysis, in e, for atoms 1 through 2: -0.01 -0.05


(b)
C3H13N4 | the ωB97M-V functional and the def2-TZVPD basis

Atoms and positions in Å:
N1 1.283 1.557 2.051
C1 -0.088 1.752 1.977
N2 -0.896 0.766 1.544
H1 1.482 0.579 2.263
H2 1.699 1.777 1.147
H3 -0.364 2.804 1.856
H4 -1.868 1.107 1.533
H5 -0.646 1.167 2.903
N3 0.276 -2.776 -1.401
C2 -0.434 -1.538 -1.094
C3 0.315 -0.345 -1.709
N4 -0.018 0.962 -1.155
H6 -0.309 -3.572 -1.173
H7 1.086 -2.872 -0.801
H8 -0.533 -1.360 -0.016
H9 -1.417 -1.595 -1.556
H10 1.395 -0.495 -1.694
H11 0.103 -0.301 -2.766
H12 -0.360 0.932 -0.201
H13 -0.706 1.452 -1.707

## Properties
* 2S+1: 1
* orbital gap: 5.04 eV
* total charge: +1
* LUMO: -7.43 eV

Results of the Löwdin charge analysis, in e, for atoms 1 through 2: 0.12 -0.30


Of them, (a) has the highest stability.


(a)
C2H6N6 | the ωB97M-V functional and the def2-TZVPD basis

Atoms and positions in Å:
N1 2.715 0.042 -0.026
C1 1.479 -0.059 -0.100
N2 0.591 -1.027 -0.398
N3 -0.588 -0.956 0.515
C2 -1.410 0.100 -0.010
N4 -2.686 -0.236 -0.183
N5 -0.539 1.219 -0.124
N6 0.685 1.103 0.352
H1 3.132 -0.831 -0.080
H2 0.970 -2.002 -0.260
H3 -1.081 -1.953 0.745
H4 -3.435 0.555 -0.234
H5 -1.081 2.109 -0.096
H6 1.246 1.934 -0.100

## Properties
* 2S+1: 1
* orbital gap: 8.85 eV
* total charge: 0
* SMILES string: N=C1NNC(=N)NN1
* LUMO: 0.70 eV

Results of the Löwdin charge analysis, in e, for atoms 1 through 2: 0.15 -0.52


(b)
C2H6N6 | the ωB97M-V functional and the def2-TZVPD basis

Atoms and positions in Å:
C1 1.745 -0.507 0.460
N1 0.841 -0.785 -0.673
N2 -0.470 -0.693 -0.364
N3 -1.229 -1.783 -0.222
N4 -2.371 -1.292 0.092
N5 -2.378 0.048 0.189
C2 -1.229 0.418 -0.132
N6 -0.754 1.734 -0.276
H1 1.848 0.614 0.613
H2 2.812 -0.920 0.226
H3 1.259 -1.042 1.402
H4 1.093 -0.172 -1.454
H5 -1.404 2.479 0.129
H6 0.237 1.901 0.011

## Properties
* 2S+1: 1
* orbital gap: 10.18 eV
* total charge: 0
* SMILES string: CNn1nnnc1N
* LUMO: 0.47 eV

Results of the Löwdin charge analysis, in e, for atoms 1 through 2: -0.11 -0.07


Of them, (b) has the highest stability.


(a)
C2H6N6 | the ωB97M-V functional and the def2-TZVPD basis

Atoms and positions in Å:
N1 -2.535 -0.520 0.359
N2 -1.597 0.586 0.332
C1 -0.272 0.343 0.196
N3 0.501 1.450 0.192
N4 1.799 1.568 -0.206
C2 2.321 0.451 -0.668
N5 1.773 -0.900 -0.416
N6 0.182 -1.034 0.001
H1 -3.414 -0.032 -0.022
H2 -2.583 -0.683 1.422
H3 -1.895 1.507 0.515
H4 3.437 0.298 -1.006
H5 2.647 -1.545 0.023
H6 -0.364 -1.489 -0.723

## Properties
* 2S+1: 1
* orbital gap: 8.09 eV
* total charge: 0
* SMILES string: NNC1=NN=CNN1
* LUMO: 0.63 eV

Results of the Löwdin charge analysis, in e, for atoms 1 through 2: 0.01 -0.07


(b)
C2H6N6 | the ωB97M-V functional and the def2-TZVPD basis

Atoms and positions in Å:
N1 1.088 -1.750 -0.315
N2 1.364 -0.482 -0.949
C1 0.309 0.227 -0.640
N3 -0.119 1.354 -1.320
N4 -0.945 2.187 -0.550
C2 -1.397 1.332 0.308
N5 -0.704 0.096 0.207
N6 -0.716 -0.586 1.448
H1 0.706 -2.192 -1.245
H2 2.149 -2.029 -0.092
H3 0.736 1.936 -1.850
H4 -2.007 1.536 1.185
H5 -0.233 -1.558 1.395
H6 -0.230 -0.072 2.418

## Properties
* 2S+1: 1
* orbital gap: 8.91 eV
* total charge: 0
* SMILES string: N/N=c1/[nH]ncn1N
* LUMO: 0.86 eV

Results of the Löwdin charge analysis, in e, for atoms 1 through 2: -0.10 -0.05


Of them, (b) has the highest stability.